Record 1
{
  "formula": "C21H47Cl4N5O22",
  "method": "the ωB97M-V functional and the def2-TZVPD basis",
  "elements": ["C", "N", "O", "O", "H", "H", "H", "C", "N", "O", "O", "H", "H", "H", "C", "N", "O", "O", "H", "H", "H", "C", "N", "O", "O", "H", "H", "H", "C", "N", "O", "O", "H", "H", "H", "C", "O", "C", "O", "O", "C", "H", "H", "H", "H", "H", "H", "C", "O", "C", "O", "O", "C", "H", "H", "H", "H", "H", "H", "C", "O", "C", "O", "O", "C", "H", "H", "H", "H", "H", "H", "C", "O", "C", "O", "O", "C", "H", "H", "H", "H", "H", "H", "Cl", "C", "C", "Cl", "H", "H", "H", "H", "Cl", "C", "C", "Cl", "H", "H", "H", "H"],
  "coordinates": [[1.116, -5.180, 2.384], [1.654, -3.821, 2.704], [2.200, -3.217, 1.815], [1.552, -3.430, 3.847], [1.166, -5.750, 3.303], [1.738, -5.599, 1.603], [0.100, -5.014, 2.034], [-3.386, -6.024, 0.619], [-2.635, -4.884, 1.218], [-2.169, -5.040, 2.317], [-2.526, -3.880, 0.549], [-3.944, -6.497, 1.421], [-2.634, -6.736, 0.285], [-4.027, -5.641, -0.164], [4.058, 2.265, -0.205], [4.908, 1.998, -1.392], [4.347, 1.528, -2.370], [6.100, 2.231, -1.312], [3.207, 1.607, -0.308], [3.720, 3.298, -0.237], [4.649, 2.078, 0.682], [-4.510, -1.551, -1.531], [-4.702, -3.016, -1.439], [-5.377, -3.428, -0.515], [-4.192, -3.722, -2.275], [-5.170, -1.165, -2.302], [-3.479, -1.430, -1.854], [-4.666, -1.112, -0.555], [0.433, -1.149, 5.838], [-0.582, -1.800, 4.961], [-0.891, -1.252, 3.919], [-1.172, -2.754, 5.434], [0.884, -1.927, 6.444], [-0.130, -0.458, 6.456], [1.215, -0.699, 5.242], [0.487, 0.164, -9.138], [0.344, -0.248, -7.792], [0.608, 0.693, -6.902], [1.052, 1.775, -7.144], [0.296, 0.222, -5.703], [0.684, 1.041, -4.602], [1.474, 0.585, -9.327], [-0.223, 0.960, -9.370], [0.286, -0.731, -9.713], [0.185, 0.763, -3.688], [0.396, 2.084, -4.760], [1.774, 1.083, -4.564], [1.944, 1.395, 3.663], [2.743, 2.354, 3.005], [3.195, 3.358, 3.742], [2.905, 3.570, 4.880], [4.010, 4.061, 2.972], [4.597, 5.202, 3.584], [0.948, 1.743, 3.938], [2.380, 1.079, 4.621], [1.935, 0.516, 3.032], [5.437, 5.516, 2.966], [4.890, 5.046, 4.615], [3.908, 6.051, 3.502], [6.340, -1.224, 1.729], [5.324, -0.807, 0.845], [5.338, -1.323, -0.377], [6.217, -1.970, -0.877], [4.203, -0.968, -0.962], [3.920, -1.529, -2.248], [6.284, -0.565, 2.591], [7.321, -1.141, 1.265], [6.186, -2.247, 2.074], [3.157, -2.295, -2.103], [4.831, -1.982, -2.630], [3.549, -0.756, -2.910], [-3.771, 2.307, 1.997], [-4.865, 1.543, 1.518], [-5.809, 2.262, 0.914], [-5.729, 3.423, 0.658], [-6.820, 1.456, 0.608], [-7.925, 2.118, 0.017], [-3.973, 2.696, 2.994], [-3.469, 3.091, 1.307], [-2.917, 1.649, 2.093], [-8.282, 2.930, 0.643], [-8.706, 1.384, -0.153], [-7.634, 2.516, -0.957], [-1.247, -0.268, -1.654], [-0.199, -1.353, -0.670], [0.014, -0.776, 0.692], [0.712, 0.860, 0.647], [0.725, -1.451, -1.241], [-0.658, -2.338, -0.702], [0.703, -1.299, 1.353], [-0.935, -0.814, 1.222], [-4.961, 3.964, -2.934], [-3.609, 4.304, -1.832], [-2.570, 3.206, -1.903], [-1.987, 3.059, -3.595], [-4.017, 4.404, -0.828], [-3.180, 5.255, -2.140], [-2.996, 2.253, -1.586], [-1.672, 3.314, -1.296]],
  "forces_ev_per_angstrom": [[0.13, 0.36, 0.07], [0.29, -0.65, 0.27], [0.08, 0.46, -0.52], [-0.18, 0.13, 0.16], [-0.25, -0.09, 0.00], [0.03, 0.02, -0.07], [-0.05, -0.16, 0.17], [-0.05, -0.14, 0.38], [-0.58, -0.10, -0.68], [0.39, -0.09, 0.65], [0.23, 0.27, -0.09], [-0.07, 0.11, 0.03], [-0.02, 0.09, -0.26], [0.09, -0.02, -0.15], [-0.19, -0.06, -0.06], [0.11, -0.24, -0.28], [0.35, 0.43, 0.18], [-0.41, -0.03, -0.07], [-0.04, -0.10, 0.23], [0.18, 0.08, -0.08], [-0.02, -0.01, 0.06], [0.71, -0.06, -0.30], [-0.55, -0.01, 0.54], [-0.07, -0.09, 0.08], [0.24, -0.11, -0.36], [-0.15, -0.04, 0.11], [-0.11, 0.16, -0.01], [-0.24, 0.01, 0.03], [0.38, -0.64, -0.06], [-1.05, 0.06, 0.48], [0.51, -0.06, -0.05], [0.47, 0.16, -0.28], [-0.19, -0.05, 0.10], [0.13, 0.20, -0.04], [-0.26, 0.28, -0.18], [-0.04, 0.38, -0.31], [-0.20, -0.42, 0.02], [-0.12, -0.21, 0.46], [0.32, 0.78, -0.18], [-0.33, -0.43, 0.59], [0.51, 1.52, -0.48], [0.12, -0.28, 0.00], [-0.14, -0.16, -0.02], [0.08, 0.05, -0.26], [0.11, -0.75, -0.03], [-0.13, -0.14, -0.29], [-0.03, -0.36, 0.43], [0.08, -0.83, 1.21], [-0.05, -0.25, -0.51], [-0.21, -0.24, -0.31], [-0.04, 0.26, 0.74], [0.48, 0.15, -0.11], [-0.10, 1.24, -0.52], [-0.06, 0.18, -0.54], [0.31, 0.32, -0.17], [-0.30, 0.11, -0.21], [0.18, -0.49, 0.07], [-0.04, -0.20, 0.04], [-0.15, -0.26, 0.39], [0.70, -0.04, 0.36], [-0.52, 0.25, 0.20], [0.12, -0.13, -0.44], [0.18, -0.22, 0.26], [-0.61, 0.33, -0.04], [0.23, -0.43, 0.13], [-0.03, 0.08, -0.04], [-0.01, -0.03, -0.01], [-0.09, -0.06, -0.19], [0.02, -0.01, -0.08], [-0.11, 0.03, -0.21], [0.07, 0.19, 0.12], [0.91, 0.01, 0.27], [-0.07, -0.20, 0.00], [0.10, -0.92, -0.08], [-0.17, 1.11, -0.14], [0.15, -0.27, 0.40], [-0.29, 0.31, -0.81], [-0.22, 0.24, -0.13], [-0.33, 0.15, 0.05], [-0.01, -0.43, -0.03], [-0.02, 0.00, 0.07], [0.05, -0.16, 0.26], [0.01, 0.14, 0.09], [0.03, -0.10, 0.10], [0.71, -0.11, -1.00], [-0.33, -0.35, 0.87], [-0.32, 0.26, -0.21], [0.07, 0.23, 0.11], [-0.23, 0.07, 0.52], [0.10, -0.55, -0.54], [-0.09, 0.63, 0.08], [-0.23, -0.04, 0.10], [0.49, 0.24, 0.25], [-0.12, -0.54, -0.24], [0.07, -0.18, 0.23], [-0.04, -0.10, 0.00], [-0.03, 0.00, -0.02], [-0.12, -0.02, -0.33], [-0.16, 0.61, 0.12]],
  "e_lumo_ev": -0.17,
  "smiles": "C[N+](=O)[O-].C[N+](=O)[O-].C[N+](=O)[O-].C[N+](=O)[O-].C[N+](=O)[O-].COC(=O)OC.COC(=O)OC.COC(=O)OC.COC(=O)OC.ClCCCl.ClCCCl",
  "orbital_gap_ev": 10.30
}



Record 2
{
  "formula": "C21H47F13IInN6O6P3S",
  "method": "the ωB97M-V functional and the def2-TZVPD basis",
  "elements": ["O", "C", "I", "C", "In", "C", "C", "C", "F", "F", "C", "F", "F", "C", "F", "F", "C", "F", "F", "S", "F", "F", "F", "F", "F", "C", "P", "O", "O", "O", "H", "H", "H", "H", "H", "H", "H", "H", "H", "H", "H", "O", "P", "N", "C", "C", "N", "C", "C", "N", "C", "C", "H", "H", "H", "H", "H", "H", "H", "H", "H", "H", "H", "H", "H", "H", "H", "H", "H", "H", "O", "P", "N", "C", "C", "N", "C", "C", "N", "C", "C", "H", "H", "H", "H", "H", "H", "H", "H", "H", "H", "H", "H", "H", "H", "H", "H", "H", "H"],
  "coordinates": [[0.502, 1.735, 6.858], [1.080, 1.837, 5.830], [3.220, 1.180, 5.849], [0.598, 2.346, 4.552], [-0.976, 0.992, 3.620], [-1.190, 1.788, 1.541], [0.225, 2.116, 1.007], [0.322, 1.933, -0.499], [0.123, 0.658, -0.902], [-0.707, 2.662, -1.040], [1.579, 2.537, -1.173], [1.316, 2.618, -2.509], [1.775, 3.797, -0.759], [2.923, 1.733, -1.139], [3.767, 2.477, -1.901], [2.761, 0.579, -1.794], [3.641, 1.579, 0.253], [4.932, 1.900, 0.091], [3.168, 2.456, 1.136], [3.628, -0.173, 1.024], [4.350, -0.740, -0.270], [5.075, 0.080, 1.656], [3.024, 0.357, 2.383], [2.187, -0.461, 0.464], [3.654, -1.627, 1.636], [-0.021, -1.014, 3.405], [-1.101, -2.343, 3.789], [-0.993, -2.822, 5.185], [-0.746, -3.518, 2.752], [-2.613, -1.932, 3.409], [0.196, 3.351, 4.688], [1.439, 2.405, 3.862], [-2.492, 0.985, 4.526], [-1.707, 1.069, 0.906], [-1.777, 2.705, 1.578], [0.396, 3.179, 1.176], [0.958, 1.505, 1.531], [0.322, -1.109, 2.371], [0.860, -1.076, 4.044], [-1.114, -4.344, 3.090], [-2.941, -1.352, 4.112], [1.614, -5.464, 0.720], [2.941, -6.022, 0.340], [3.413, -5.014, -0.953], [3.779, -5.334, -2.310], [3.472, -3.587, -0.654], [2.477, -7.644, -0.049], [2.798, -8.286, -1.304], [1.141, -8.043, 0.384], [4.495, -6.497, 0.788], [5.731, -5.924, 0.291], [4.703, -7.695, 1.595], [4.791, -4.974, -2.551], [3.086, -4.870, -3.020], [3.787, -6.398, -2.514], [4.319, -3.344, -0.003], [2.559, -3.242, -0.167], [3.591, -3.011, -1.572], [2.227, -7.873, -2.146], [2.570, -9.353, -1.242], [3.867, -8.220, -1.523], [0.353, -7.679, -0.287], [0.926, -7.675, 1.383], [1.086, -9.136, 0.417], [6.061, -6.441, -0.617], [6.521, -6.022, 1.038], [5.645, -4.862, 0.083], [4.941, -8.555, 0.962], [3.824, -7.937, 2.185], [5.529, -7.546, 2.295], [-2.898, 5.414, -1.055], [-4.101, 5.683, -1.894], [-5.381, 5.232, -0.857], [-6.457, 4.291, -1.042], [-5.403, 5.903, 0.434], [-3.777, 4.658, -3.240], [-4.716, 3.679, -3.741], [-2.416, 4.124, -3.324], [-4.994, 6.764, -2.836], [-6.336, 7.231, -2.545], [-4.523, 7.160, -4.158], [-7.440, 4.774, -0.929], [-6.399, 3.483, -0.304], [-6.463, 3.833, -2.024], [-5.691, 6.961, 0.349], [-4.425, 5.861, 0.917], [-6.120, 5.424, 1.100], [-4.833, 2.824, -3.063], [-4.366, 3.291, -4.702], [-5.695, 4.126, -3.937], [-2.262, 3.268, -2.663], [-1.681, 4.882, -3.071], [-2.212, 3.805, -4.351], [-7.083, 6.559, -2.980], [-6.492, 8.225, -2.972], [-6.523, 7.328, -1.480], [-4.991, 6.550, -4.938], [-3.446, 7.057, -4.246], [-4.765, 8.208, -4.354]],
  "forces_ev_per_angstrom": [[0.29, 0.01, 0.04], [-1.11, 0.29, 0.22], [0.23, -0.14, -0.10], [1.01, -0.07, -0.24], [-0.34, -0.02, -0.26], [0.43, 0.08, 0.52], [-0.77, -0.36, -0.15], [-0.74, 0.93, 0.78], [0.38, -0.08, -0.09], [0.19, -0.06, -0.19], [-0.29, -0.67, -0.84], [0.04, -0.12, 0.05], [0.17, -0.08, 0.33], [0.04, 0.77, -0.44], [0.03, 0.01, 0.18], [-0.09, -0.11, 0.22], [0.71, 0.00, 0.26], [-0.02, -0.27, -0.30], [-0.42, -0.09, -0.13], [0.87, 0.00, 1.49], [-0.34, 0.06, -0.34], [-0.07, -0.01, -0.13], [-0.40, 0.05, -0.29], [0.00, 0.00, -0.24], [-0.05, 0.11, -0.11], [-0.01, 0.20, -0.40], [1.05, -0.15, 1.06], [-0.35, 0.05, 0.02], [-0.51, 0.21, -0.29], [0.00, -0.12, -0.25], [-0.31, -0.13, 0.15], [-0.14, 0.04, -0.12], [0.13, -0.06, 0.03], [-0.01, -0.07, 0.06], [-0.12, -0.05, -0.22], [0.40, -0.08, 0.20], [0.29, 0.15, -0.25], [-0.12, 0.08, -0.04], [-0.07, -0.17, 0.11], [0.11, -0.05, -0.07], [-0.06, 0.05, -0.10], [1.49, 0.54, 2.31], [-0.68, -1.54, -4.05], [-0.16, 0.04, 0.17], [0.46, -0.14, -0.07], [-0.32, -0.09, 0.15], [-0.53, 0.18, 0.03], [0.51, -0.14, 0.12], [-0.19, 0.08, -0.03], [-0.41, 0.41, 1.17], [0.11, 0.34, 0.13], [0.00, 0.06, 0.22], [-0.05, 0.06, 0.00], [-0.01, 0.01, 0.02], [-0.08, -0.03, 0.12], [0.00, 0.07, -0.04], [0.02, -0.08, 0.05], [0.00, -0.11, -0.08], [0.04, -0.05, -0.04], [-0.05, 0.02, 0.06], [-0.02, 0.12, -0.03], [-0.03, 0.00, 0.04], [0.00, 0.10, -0.05], [0.11, 0.00, -0.09], [0.01, 0.03, -0.03], [-0.07, -0.09, 0.05], [-0.08, -0.06, -0.12], [-0.02, -0.02, -0.01], [-0.07, -0.02, -0.08], [0.00, 0.09, -0.04], [0.13, 2.89, -0.26], [-1.71, -4.09, -0.71], [0.22, 0.15, 0.01], [-0.38, 0.15, -0.23], [0.40, 0.02, 0.14], [0.47, -0.19, 0.30], [-0.35, 0.34, -0.28], [0.14, -0.11, 0.16], [0.98, 0.86, 0.36], [-0.04, 0.25, 0.26], [0.12, 0.17, 0.02], [0.04, -0.01, 0.06], [0.03, 0.01, 0.00], [0.15, 0.04, -0.03], [-0.03, -0.03, 0.07], [-0.01, 0.02, -0.05], [-0.03, -0.09, -0.08], [-0.04, -0.02, -0.05], [0.08, 0.03, 0.03], [-0.02, 0.01, 0.13], [0.05, 0.01, 0.00], [-0.04, -0.02, 0.12], [-0.19, 0.02, -0.03], [-0.03, -0.01, 0.04], [0.09, -0.03, -0.08], [0.00, -0.17, -0.01], [0.02, -0.02, -0.01], [0.00, -0.12, 0.01], [-0.04, -0.01, 0.09]],
  "total_charge": -1,
  "e_lumo_ev": 2.08,
  "orbital_gap_ev": 7.75
}